i) The following is a DFT calculation (wB97M-V/def2-TZVPD) of a molecular structure, C6H15NSi.

Element x y z (Å)
C1 -1.523 -0.326 1.359
C2 -1.917 1.128 1.132
C3 -2.098 -1.376 2.169
C4 -0.271 0.079 -1.995
C5 2.279 -1.642 -0.787
C6 1.920 1.431 -0.448
N1 0.329 -0.726 0.927
Si1 0.952 -0.226 -0.573
H1 -3.066 1.130 1.152
H2 -1.605 1.626 2.098
H3 -1.521 1.279 0.127
H4 -3.101 -1.317 2.373
H5 -1.592 -1.295 3.118
H6 -1.684 -2.334 1.673
H7 -0.231 1.143 -2.070
H8 -0.064 -0.240 -3.012
H9 -1.320 -0.128 -1.678
H10 3.114 -1.188 -1.288
H11 2.539 -1.980 0.239
H12 2.208 -2.669 -1.332
H13 3.012 1.230 -0.133
H14 1.842 2.204 -1.282
H15 1.659 1.901 0.599

Summary:
Multiplicity: 1
Orbital gap (spin up / spin down): 7.0 / 9.7 eV

ii) The following is a DFT calculation (wB97M-V/def2-TZVPD) of 2 unconnected molecules or ions with the total composition C6H15NSi.

Element x y z (Å)
C1 -3.349 0.281 0.016
C2 -2.380 0.641 -0.787
Si1 -0.550 0.166 -0.403
C3 0.047 -0.494 1.118
C4 -0.672 -1.371 2.057
C5 0.666 1.011 -1.614
C6 0.499 2.487 -1.461
H1 -4.274 0.863 -0.049
H2 -3.258 -0.403 0.781
H3 -2.617 1.473 -1.437
H4 1.099 -0.349 1.325
H5 -0.878 -2.383 1.474
H6 -0.134 -1.702 2.932
H7 -1.731 -1.089 2.280
H8 1.629 0.892 -1.206
H9 0.535 0.600 -2.697
H10 1.424 3.073 -1.726
H11 -0.311 3.059 -1.827
H12 0.412 2.691 -0.372
N1 3.225 -2.188 0.240
H13 3.403 -1.772 1.085
H14 4.187 -2.290 -0.234
H15 3.028 -3.198 0.505

Summary:
Multiplicity: 1
SMILES: C=C/[Si](=C\C)CC.N
Orbital gap: 7.8 eV

Most stable = ii)

i) The following is a DFT calculation (wB97M-V/def2-TZVPD) of 14 unconnected molecules or ions with the total composition C20H68N8O14.

Element x y z (Å)
C1 1.700 1.871 3.464
C2 1.532 0.803 4.512
O1 2.167 1.115 5.689
H1 1.220 1.504 2.510
H2 2.730 2.057 3.242
H3 1.265 2.835 3.687
H4 1.933 -0.062 4.018
H5 0.458 0.503 4.754
H6 2.075 0.467 6.360
C3 0.738 -1.511 -3.431
C4 0.343 -0.574 -4.597
O2 1.461 -0.506 -5.384
H7 1.406 -1.186 -2.713
H8 1.146 -2.346 -3.809
H9 -0.172 -1.828 -2.951
H10 -0.087 0.361 -4.300
H11 -0.415 -0.932 -5.331
H12 1.679 -1.365 -5.756
C5 -4.595 0.413 1.607
C6 -3.923 -0.930 1.626
O3 -4.673 -1.954 1.039
H13 -5.632 0.482 1.912
H14 -4.530 0.802 0.540
H15 -4.054 1.056 2.263
H16 -3.785 -1.157 2.669
H17 -2.982 -0.919 1.078
H18 -4.063 -2.548 0.629
C7 -3.545 2.833 -2.538
C8 -3.156 2.788 -1.071
O4 -4.099 3.289 -0.218
H19 -4.239 2.029 -2.854
H20 -2.738 2.576 -3.217
H21 -4.033 3.716 -2.833
H22 -2.340 3.425 -0.905
H23 -2.853 1.758 -0.758
H24 -3.679 3.361 0.594
C9 1.741 4.118 0.692
C10 2.309 3.091 -0.252
O5 2.972 2.127 0.493
H25 1.239 4.974 0.200
H26 2.401 4.474 1.483
H27 0.905 3.619 1.119
H28 3.068 3.651 -0.916
H29 1.552 2.700 -0.862
H30 3.747 1.890 0.015
C11 3.773 -0.512 2.146
C12 4.221 -1.758 3.033
O6 3.503 -2.790 2.399
H31 4.439 0.307 2.347
H32 2.789 -0.083 2.291
H33 3.873 -0.758 1.164
H34 4.077 -1.710 4.087
H35 5.312 -2.021 2.824
H36 3.630 -2.678 1.415
C13 -0.016 0.212 -0.176
O7 -0.528 1.473 -0.426
N1 -0.731 -0.827 -0.452
N2 1.200 -0.092 0.172
H37 -1.621 -0.549 -0.887
H38 -0.439 -1.843 -0.241
H39 1.815 0.760 0.279
H40 1.694 -0.956 -0.043
C14 -0.301 -2.125 3.462
O8 -1.428 -1.393 3.644
N3 0.654 -1.916 2.570
N4 -0.054 -3.109 4.203
H41 0.493 -1.167 1.866
H42 1.585 -2.275 2.567
H43 -0.718 -3.341 4.941
H44 0.796 -3.696 4.304
C15 0.163 4.236 -3.098
O9 -0.578 4.975 -2.195
N5 0.293 2.920 -2.927
N6 0.844 4.671 -4.110
H45 -0.131 2.458 -2.151
H46 1.081 2.456 -3.441
H47 0.616 5.610 -4.515
H48 1.544 4.012 -4.600
C16 1.143 -3.583 -0.490
O10 2.329 -2.935 -0.229
N7 0.207 -3.515 0.434
N8 0.964 -4.259 -1.592
H49 0.431 -3.051 1.383
H50 -0.796 -3.852 0.402
H51 1.631 -4.154 -2.412
H52 0.140 -4.868 -1.770
C17 -1.766 1.866 2.757
O11 -1.700 2.884 1.731
H53 -1.897 0.974 2.198
H54 -2.594 2.015 3.462
H55 -0.882 1.806 3.283
H56 -1.225 2.403 0.977
C18 4.264 -1.336 -2.089
O12 3.615 -0.212 -1.590
H57 3.652 -2.247 -2.355
H58 5.140 -1.564 -1.564
H59 4.545 -0.990 -3.029
H60 4.231 0.529 -1.685
C19 -3.169 -0.669 -2.967
O13 -3.166 -0.485 -1.591
H61 -2.743 -1.707 -3.282
H62 -2.530 0.160 -3.325
H63 -4.192 -0.656 -3.450
H64 -4.037 -0.201 -1.252
C20 -2.626 -3.740 -0.941
O14 -2.309 -4.114 0.390
H65 -3.673 -3.856 -1.295
H66 -1.892 -4.311 -1.519
H67 -2.371 -2.720 -1.097
H68 -2.766 -4.973 0.561

Summary:
Multiplicity: 1
Orbital gap: 8.1 eV

ii) The following is a DFT calculation (wB97M-V/def2-TZVPD) of 14 unconnected molecules or ions with the total composition C20H68N8O14.

Element x y z (Å)
C1 -8.467 14.092 -20.411
C2 -7.506 14.217 -19.227
O1 -7.379 13.036 -18.603
H1 -8.645 15.007 -20.869
H2 -9.408 13.870 -19.967
H3 -8.030 13.350 -21.064
H4 -7.795 14.818 -18.410
H5 -6.578 14.683 -19.461
H6 -6.564 13.233 -18.113
C3 -12.276 12.517 -18.299
C4 -10.814 12.054 -18.410
O2 -10.810 10.872 -17.674
H7 -12.552 12.324 -17.207
H8 -12.999 12.096 -18.958
H9 -12.330 13.596 -18.341
H10 -10.153 12.821 -18.074
H11 -10.706 11.837 -19.474
H12 -9.984 11.069 -17.241
C5 -12.933 8.797 -15.477
C6 -12.934 10.074 -14.635
O3 -12.241 9.801 -13.442
H13 -13.481 9.099 -16.383
H14 -13.383 7.945 -15.020
H15 -11.858 8.648 -15.721
H16 -13.902 10.340 -14.312
H17 -12.415 10.906 -15.111
H18 -12.841 9.251 -12.816
C7 -10.200 16.213 -17.643
C8 -9.924 15.594 -16.293
O4 -10.848 14.513 -16.294
H19 -9.509 17.034 -17.794
H20 -11.229 16.555 -17.614
H21 -9.994 15.616 -18.521
H22 -10.082 16.121 -15.387
H23 -8.892 15.179 -16.157
H24 -10.601 14.043 -15.518
C9 -11.529 11.214 -10.243
C10 -10.894 12.386 -10.986
O5 -9.698 11.976 -11.621
H25 -12.504 11.481 -9.921
H26 -10.848 10.915 -9.353
H27 -11.664 10.401 -10.944
H28 -10.623 13.213 -10.388
H29 -11.486 12.776 -11.741
H30 -9.474 12.605 -12.392
C11 -8.366 9.805 -20.911
C12 -7.408 9.820 -19.734
O6 -8.017 10.375 -18.548
H31 -7.936 9.742 -21.883
H32 -8.822 10.807 -21.006
H33 -9.199 9.153 -20.842
H34 -6.554 10.391 -19.789
H35 -7.062 8.816 -19.386
H36 -7.757 11.330 -18.517
C13 -9.236 11.521 -15.096
O7 -9.735 12.730 -14.478
N1 -9.733 10.412 -14.670
N2 -8.062 11.472 -15.750
H37 -10.589 10.336 -14.051
H38 -9.462 9.491 -15.117
H39 -7.597 12.390 -15.744
H40 -7.625 10.603 -16.031
C14 -9.365 8.659 -12.098
O8 -10.150 7.815 -12.807
N3 -9.368 8.867 -10.809
N4 -8.564 9.555 -12.571
H41 -10.393 8.632 -10.507
H42 -8.873 7.961 -10.454
H43 -8.986 10.002 -13.477
H44 -8.000 8.943 -13.211
C15 -5.702 14.092 -16.273
O9 -6.803 13.724 -15.567
N5 -5.279 15.283 -16.350
N6 -4.894 13.297 -16.938
H45 -5.956 15.986 -16.039
H46 -4.412 15.645 -16.783
H47 -5.080 12.299 -17.147
H48 -4.128 13.635 -17.498
C16 -7.780 8.029 -15.527
O10 -6.876 8.687 -16.316
N7 -9.085 8.052 -15.728
N8 -7.456 7.750 -14.263
H49 -9.363 7.900 -16.713
H50 -9.565 7.395 -15.080
H51 -6.367 7.725 -14.089
H52 -7.668 6.829 -13.823
C17 -8.104 15.508 -13.052
O11 -8.772 14.436 -12.479
H53 -8.332 16.258 -12.339
H54 -8.409 15.765 -14.111
H55 -7.002 15.170 -13.076
H56 -9.700 14.594 -12.602
C18 -3.763 10.246 -17.790
O12 -5.098 10.557 -17.386
H57 -3.300 11.061 -18.378
H58 -3.783 9.452 -18.486
H59 -3.180 9.910 -16.969
H60 -5.496 9.699 -17.223
C19 -13.660 14.092 -14.576
O13 -12.852 13.399 -13.659
H61 -14.646 14.133 -14.175
H62 -13.630 13.468 -15.460
H63 -13.175 15.026 -14.840
H64 -12.152 13.015 -14.187
C20 -5.991 11.385 -13.350
O14 -6.897 11.905 -12.433
H65 -5.003 11.465 -12.928
H66 -5.930 12.066 -14.179
H67 -6.121 10.405 -13.787
H68 -7.358 12.761 -12.654

Summary:
Multiplicity: 1
Orbital gap: 7.9 eV

Most stable = i)

i) The following is a DFT calculation (wB97M-V/def2-TZVPD) of a single C8H8F2 molecule.

Element x y z (Å)
C1 0.252 -1.214 0.072
C2 1.279 -0.174 -0.013
C3 -0.318 1.794 -0.024
C4 -1.069 -0.498 0.025
C5 -1.492 0.880 0.005
C6 0.960 1.145 0.036
C7 2.678 -0.669 -0.176
C8 -2.243 -1.586 0.192
F1 -2.790 1.275 0.126
F2 2.018 1.999 -0.182
H1 -0.240 2.407 -0.905
H2 -0.476 2.519 0.790
H3 2.625 -1.674 -0.086
H4 3.286 -0.238 0.641
H5 3.091 -0.102 -1.002
H6 -2.350 -2.142 -0.699
H7 -3.249 -1.337 0.297
H8 -1.963 -2.387 0.903

Summary:
Multiplicity: 1
Orbital gap: 7.6 eV

ii) The following is a DFT calculation (wB97M-V/def2-TZVPD) of a single C8H8F2 molecule.

Element x y z (Å)
C1 0.496 -1.276 0.499
C2 1.287 -0.139 0.174
C3 -0.491 1.703 -0.337
C4 -1.176 -0.541 0.245
C5 -1.615 0.713 -0.188
C6 0.830 1.116 -0.175
C7 2.742 -0.326 0.152
C8 -2.144 -1.665 0.301
F1 -2.892 1.102 -0.322
F2 1.886 1.892 -0.612
H1 -0.535 2.137 -1.276
H2 -0.486 2.620 0.296
H3 3.189 0.002 1.083
H4 3.047 0.109 -0.785
H5 2.872 -1.530 0.127
H6 -1.678 -2.481 -0.249
H7 -2.995 -1.362 -0.244
H8 -2.338 -2.075 1.309

Summary:
Multiplicity: 1
Orbital gap: 7.9 eV

Most stable = i)

i) The following is a DFT calculation (wB97M-V/def2-TZVPD) of a single C2H4N2S3 molecule.

Element x y z (Å)
S1 1.022 0.832 -2.332
C1 1.188 0.127 -0.606
C2 0.671 0.989 0.503
N1 -0.409 0.656 1.061
N2 -1.053 -0.406 0.636
S2 -1.740 -1.305 1.988
S3 0.157 -1.317 -0.497
H1 -0.146 0.396 -2.404
H2 2.169 -0.374 -0.620
H3 0.999 1.957 0.792
H4 -2.856 -1.556 1.479

Summary:
Multiplicity: 1
SMILES: S[C@H]1C=NN(S)S1
Orbital gap: 8.6 eV

ii) The following is a DFT calculation (wB97M-V/def2-TZVPD) of a single C2H4N2S3 molecule.

Element x y z (Å)
C1 -0.870 -1.952 -0.145
C2 -0.796 0.492 0.471
N1 0.340 -1.915 0.147
N2 0.981 -0.902 0.422
S1 -1.901 -0.470 -0.391
S2 -0.525 2.074 -0.154
S3 2.355 -0.354 -0.386
H1 -1.494 -2.766 -0.409
H2 -0.880 0.343 1.571
H3 0.541 2.284 0.725
H4 1.846 -0.412 -1.650

Summary:
Multiplicity: 1
Orbital gap (spin up / spin down): 7.9 / 7.9 eV

Most stable = i)

i) The following is a DFT calculation (wB97M-V/def2-TZVPD) of a single C2H4N2S3 molecule.

Element x y z (Å)
C1 0.194 0.688 0.562
C2 0.242 -0.493 -0.368
N1 0.978 1.629 -0.153
N2 2.810 -1.618 0.047
S1 2.516 1.779 0.107
S2 3.581 -0.196 -0.197
S3 1.281 -2.008 0.195
H1 -0.801 1.178 0.761
H2 0.736 0.518 1.648
H3 -0.753 -1.049 -0.437
H4 0.746 -0.295 -1.233

Summary:
Multiplicity: 1
Orbital gap (spin up / spin down): 7.6 / 6.2 eV

ii) The following is a DFT calculation (wB97M-V/def2-TZVPD) of 2 unconnected molecules or ions with the total composition C2H4N2S3.

Element x y z (Å)
N1 -2.543 -0.967 0.033
N2 -2.883 0.105 -0.014
S1 -3.338 1.540 -0.080
C1 1.572 0.718 -0.017
C2 0.846 -0.393 0.016
S2 0.354 -1.318 -1.407
S3 0.241 -1.139 1.499
H1 1.855 1.241 0.879
H2 1.915 1.137 -0.946
H3 1.075 -0.608 -2.274
H4 0.907 -0.318 2.311

Summary:
Multiplicity: 1
SMILES: N#[N+][S-].C=C(S)S
Orbital gap: 9.2 eV

Most stable = ii)